Entry 1:
Density functional theory data (ωB97M-V with the def2-TZVPD basis set) for a 2-piece molecular cluster, C4H5NO overall.

ORCA input file:
```
! wB97M-V def2-TZVPD RIJCOSX def2/J DEFGRID3
* xyz 0 1
H -0.59 1.98 -1.36
C 0.32 1.53 -0.95
C -0.05 -1.43 1.70
H 1.06 1.40 -1.74
O 0.18 -1.68 2.82
N -0.89 -1.84 -0.60
H 0.73 2.25 -0.22
C -0.66 -2.12 0.54
H -0.90 0.16 0.28
C 0.02 0.24 -0.26
H 0.79 -0.50 -0.21
*
```

Output
Highest occupied orbital energy (spin up / spin down) (eV): -8.6460 / -8.3696
Strongest force on any atom (Eh/bohr): 0.02308
ΔE to the lowest compared entry with this formula, charge and spin (eV): 5.093
Kohn-Sham gap (spin up / spin down) (eV): 8.4 / 7.6


Entry 2:
Density functional theory data (ωB97M-V with the def2-TZVPD basis set) for one molecule with the formula C4H5NO.

ORCA input file:
```
! wB97M-V def2-TZVPD RIJCOSX def2/J DEFGRID3
* xyz 0 1
H -0.37 0.59 1.31
C -0.46 -0.18 0.56
H 0.49 -0.74 -1.25
O -1.71 -0.61 0.10
H 0.87 -1.88 0.03
C 1.95 -0.08 0.11
H -0.96 1.03 -1.16
C 0.71 -0.81 -0.18
C -1.38 0.71 -0.22
H -2.02 1.42 0.32
N 2.89 0.55 0.36
*
```

Output
Highest occupied orbital energy (eV): -10.4356
Strongest force on any atom (Eh/bohr): 0.05442
SMILES string: N#CC[C@H]1CO1
ΔE to the lowest compared entry with this formula, charge and spin (eV): 2.805
Kohn-Sham gap (eV): 11.3


Entry 3:
Density functional theory data (ωB97M-V with the def2-TZVPD basis set) for C4H5NO as an isolated structure.

ORCA input file:
```
! wB97M-V def2-TZVPD RIJCOSX def2/J DEFGRID3
* xyz 0 1
C -0.47 0.23 -0.78
H -0.16 -0.34 -1.65
C 0.58 0.67 0.25
O -0.28 0.29 1.33
H -1.12 1.06 -1.06
N 2.68 -0.90 0.02
C -1.04 -0.53 0.42
H -2.12 -0.43 0.52
H -0.72 -1.58 0.51
C 1.78 -0.19 0.16
H 0.87 1.72 0.30
*
```

Output
Highest occupied orbital energy (eV): -10.8013
Strongest force on any atom (Eh/bohr): 0.02136
ΔE to the lowest compared entry with this formula, charge and spin (eV): 1.691
Kohn-Sham gap (eV): 11.7


Entry 4:
Density functional theory data (ωB97M-V with the def2-TZVPD basis set) for one molecule with the formula C4H5NO.

ORCA input file:
```
! wB97M-V def2-TZVPD RIJCOSX def2/J DEFGRID3
* xyz 0 1
C -1.75 -0.70 0.01
H -1.51 1.64 -0.11
H 0.86 -1.46 -0.49
C 1.96 0.28 0.16
H 1.84 1.21 0.52
C -0.44 0.15 -0.09
O -2.84 -0.19 0.05
H -1.46 -1.73 0.16
N -0.52 1.41 -0.06
C 0.93 -0.50 -0.14
H 2.93 -0.11 -0.02
*
```

Output
Highest occupied orbital energy (eV): -10.0158
Strongest force on any atom (Eh/bohr): 0.07949
SMILES string: [H]/N=C(/C=C)C=O
ΔE to the lowest compared entry with this formula, charge and spin (eV): 2.071
Kohn-Sham gap (eV): 9.5


Entry 5:
Density functional theory data (ωB97M-V with the def2-TZVPD basis set) for one molecule with the formula C4H5NO.

ORCA input file:
```
! wB97M-V def2-TZVPD RIJCOSX def2/J DEFGRID3
* xyz 0 1
N -1.67 -2.31 0.29
H 1.38 -0.43 1.87
H 1.03 1.06 -1.63
C 0.11 0.68 -1.16
C 0.36 0.53 0.31
H -0.69 1.40 -1.36
H -0.13 -0.28 -1.62
C 1.09 -0.67 0.83
C -1.18 -1.31 0.60
H 0.45 1.48 0.83
O -0.77 -0.15 1.05
*
```

Output
Highest occupied orbital energy (eV): -9.4367
Strongest force on any atom (Eh/bohr): 0.01717
ΔE to the lowest compared entry with this formula, charge and spin (eV): 5.586
Kohn-Sham gap (eV): 8.9


Entry 6:
Density functional theory data (ωB97M-V with the def2-TZVPD basis set) for C4H5NO as an isolated structure.

ORCA input file:
```
! wB97M-V def2-TZVPD RIJCOSX def2/J DEFGRID3
* xyz 0 1
C 1.09 0.61 0.58
C 0.38 -0.44 1.03
H -2.14 -1.98 -0.23
H -0.55 -1.63 1.32
H 0.14 2.15 -0.69
C 0.52 1.13 -0.74
H 1.21 1.05 -1.58
C -0.63 -0.60 -0.01
O -0.61 0.25 -1.02
H 1.96 1.09 1.02
N -1.37 -1.61 0.31
*
```

Output
Highest occupied orbital energy (eV): -9.0037
Strongest force on any atom (Eh/bohr): 0.01011
ΔE to the lowest compared entry with this formula, charge and spin (eV): 3.870
Kohn-Sham gap (eV): 9.9


- Among the records above, which one has the lowest ΔE to the lowest compared entry with this formula, charge and spin?
  number 3


- Look up the strongest force on any atom of the sixth one.
  0.01011 Eh/bohr


- Which value of strongest force on any atom does entry 1 give?
  0.02308 Eh/bohr